No. 1
{"formula": "H20O10", "method": "ωB97M-V/def2-TZVPD", "smiles": "O.O.O.O.O.O.O.O.O.O", "homo_lumo_gap_ev": 9.85, "total_charge": 0, "relative_energy_kj_mol": 303.1, "homo_energy_ev": -10.42, "symbols": ["O", "H", "H", "O", "H", "H", "O", "H", "H", "O", "H", "H", "O", "H", "H", "O", "H", "H", "O", "H", "H", "O", "H", "H", "O", "H", "H", "O", "H", "H"], "coordinates": [[1.0896, -0.4234, -3.7411], [1.1215, -0.1405, -2.8272], [1.2636, -1.3640, -3.7074], [-2.0290, -1.1005, -2.1412], [-1.2995, -0.4808, -2.1322], [-1.6975, -1.8683, -1.6756], [0.2119, 3.1301, 1.9397], [0.7775, 3.2951, 1.1853], [0.6725, 3.5305, 2.6771], [2.0987, -2.5827, 1.5749], [2.2042, -3.4992, 1.3195], [1.8854, -2.1293, 0.7594], [-3.3520, 0.9145, 0.6511], [-3.0823, 1.8329, 0.6615], [-2.7389, 0.4911, 0.0502], [-0.7050, 2.5504, -2.6419], [-0.9997, 3.3988, -2.3109], [-0.5847, 2.0154, -1.8574], [1.5552, -1.5686, -0.9964], [2.4846, -1.3403, -1.0130], [1.4859, -2.3342, -1.5669], [0.7650, 0.3887, 2.7261], [1.6785, 0.1148, 2.6451], [0.8077, 1.3393, 2.8301], [-0.3139, 0.3471, -0.5087], [0.2666, -0.3542, -0.8043], [0.0300, 0.5980, 0.3487], [-1.3684, -1.7394, 2.5349], [-0.6249, -1.1376, 2.5689], [-1.6025, -1.8838, 3.4517]]}

---

No. 2
{"formula": "C15H45InO20P5", "method": "ωB97M-V/def2-TZVPD", "homo_lumo_gap_ev": 1.23, "total_charge": 3, "relative_energy_kj_mol": 669.4, "homo_energy_ev": -15.98, "symbols": ["In", "C", "O", "P", "O", "O", "C", "O", "C", "H", "H", "H", "H", "H", "H", "H", "H", "H", "C", "O", "P", "O", "O", "C", "O", "C", "H", "H", "H", "H", "H", "H", "H", "H", "H", "C", "O", "P", "O", "O", "C", "O", "C", "H", "H", "H", "H", "H", "H", "H", "H", "H", "C", "O", "P", "O", "O", "C", "O", "C", "H", "H", "H", "H", "H", "H", "H", "H", "H", "C", "O", "P", "O", "O", "C", "O", "C", "H", "H", "H", "H", "H", "H", "H", "H", "H"], "coordinates": [[2.0942, -0.6000, -0.1185], [-5.5067, -5.0899, 0.1514], [-4.3056, -4.4043, -0.0287], [-2.8283, -5.1827, -0.1301], [-1.6487, -4.2929, 0.1227], [-2.8717, -5.8371, -1.6259], [-3.7711, -6.8498, -1.9711], [-2.9364, -6.4402, 0.9232], [-1.8034, -7.1341, 1.3972], [-5.9834, -4.7535, 1.0721], [-5.3695, -6.1616, 0.2951], [-6.2184, -4.9710, -0.6656], [-3.3557, -7.6009, -2.6430], [-4.6990, -6.4431, -2.3732], [-3.9989, -7.4320, -1.0782], [-1.7695, -8.1828, 1.1020], [-1.6222, -7.1355, 2.4720], [-0.8864, -6.7833, 0.9238], [-2.9956, 4.8730, 0.9839], [-3.8581, 3.7861, 1.3484], [-3.6023, 2.3566, 0.5707], [-2.3991, 1.5909, 0.8855], [-3.8396, 2.7481, -0.9907], [-4.9781, 3.5178, -1.2932], [-4.9661, 1.5127, 0.9103], [-5.2416, 1.1282, 2.2347], [-2.1051, 4.6668, 0.3901], [-2.6741, 5.2549, 1.9528], [-3.6588, 5.5223, 0.4123], [-4.7057, 4.5646, -1.4275], [-5.7425, 3.5664, -0.5176], [-5.3745, 3.3025, -2.2854], [-6.3042, 1.2280, 2.4561], [-4.7174, 1.6392, 3.0423], [-5.0484, 0.0691, 2.4050], [1.7338, -9.0219, -2.3650], [1.7825, -7.6375, -1.9391], [2.8128, -6.5827, -2.5220], [2.7169, -5.2304, -1.9621], [4.2661, -7.3272, -2.3882], [4.8724, -7.4860, -1.1283], [2.6090, -6.7210, -4.1063], [1.4526, -6.1596, -4.6469], [2.5899, -9.1947, -3.0173], [0.7633, -9.2158, -2.8217], [1.7518, -9.7706, -1.5730], [5.2850, -8.4949, -1.1325], [4.1465, -7.3572, -0.3254], [5.7069, -6.7925, -1.0242], [1.2815, -5.1480, -4.2787], [0.5909, -6.7636, -4.3628], [1.5210, -6.0143, -5.7250], [3.8912, 7.5532, -1.7373], [3.5218, 6.2093, -1.4845], [2.3661, 5.5484, -2.3919], [2.0348, 4.1517, -2.0458], [1.1747, 6.6528, -2.3481], [0.3095, 6.7399, -3.4605], [3.0328, 5.7769, -3.8099], [4.2584, 5.1202, -4.1439], [4.9505, 7.6843, -1.9580], [3.7144, 8.0671, -0.7924], [3.3534, 8.1066, -2.5072], [-0.6962, 6.9811, -3.1163], [0.1925, 5.8143, -4.0241], [0.5842, 7.4977, -4.1942], [4.1882, 4.5350, -5.0607], [4.4023, 4.3965, -3.3416], [5.0674, 5.8504, -4.1212], [3.4943, 2.9427, 6.5370], [3.5583, 4.0031, 5.6051], [2.5758, 4.0791, 4.2797], [2.5940, 2.8640, 3.4145], [1.0274, 4.4178, 4.8102], [0.1664, 3.4281, 5.3727], [3.0518, 5.4603, 3.5261], [2.6475, 6.6874, 4.0241], [3.2620, 3.2546, 7.5553], [4.4947, 2.5131, 6.5898], [3.0184, 2.0085, 6.2391], [-0.6734, 3.8938, 5.8885], [0.6550, 2.8248, 6.1378], [-0.1938, 2.7449, 4.6036], [3.5608, 7.2581, 4.1921], [2.0903, 6.6040, 4.9572], [2.1339, 7.2160, 3.2211]]}

---

No. 3
{"formula": "CH2F2O4S", "method": "ωB97M-V/def2-TZVPD", "homo_lumo_gap_ev": [6.75, 9.77], "total_charge": 0, "relative_energy_kj_mol": 259.3, "homo_energy_ev": [-9.57, -10.36], "symbols": ["C", "O", "O", "O", "O", "F", "F", "S", "H", "H"], "coordinates": [[-1.2927, 1.4572, 0.3064], [1.3725, -0.9106, 1.4660], [2.5839, 0.5920, -0.0345], [-0.2550, -1.8018, -0.9328], [1.0040, -1.1913, -1.1224], [-1.2398, 2.6550, 0.7966], [-1.6848, 1.3461, -0.9664], [1.3596, -0.1251, 0.2646], [-1.7082, 0.7476, 0.8888], [-0.1394, -2.7690, -0.6664]]}